[1]
{"formula": "C12H33NO8Rb", "method": "wB97M-V/def2-TZVPD", "e_homo_ev": -12.024, "de_lowest_ev": 0.0000, "charge": 1, "lumo_energy_ev": -2.440, "homo_lumo_gap_ev": 9.584, "symbols": ["Rb", "C", "O", "C", "C", "N", "C", "C", "O", "C", "H", "H", "H", "H", "H", "H", "H", "H", "H", "H", "H", "H", "H", "H", "H", "C", "C", "O", "O", "H", "H", "H", "H", "H", "H", "C", "C", "O", "O", "H", "H", "H", "H", "H", "H", "C", "C", "O", "O", "H", "H", "H", "H", "H", "H"], "coordinates": [[8.85548, 31.94140, -10.46962], [6.97295, 28.75748, -9.60554], [7.30701, 29.49687, -10.78402], [6.68939, 29.11839, -11.99089], [7.16050, 30.01927, -13.10515], [6.87142, 31.44795, -12.82070], [7.54105, 32.36404, -13.76417], [7.44540, 33.83247, -13.38069], [8.23797, 34.19503, -12.26477], [8.25918, 35.60173, -12.10837], [7.15752, 27.69895, -9.79482], [5.92637, 28.95611, -9.37644], [7.68381, 29.10328, -8.86251], [5.59808, 29.06819, -11.83764], [6.94158, 28.07072, -12.22086], [6.73811, 29.67978, -14.05837], [8.25091, 29.93601, -13.18467], [5.85965, 31.44352, -12.93249], [7.02717, 32.23637, -14.72471], [8.58222, 32.04165, -13.83210], [6.39146, 34.09185, -13.22047], [7.77079, 34.38854, -14.26987], [7.25697, 36.02063, -12.00498], [8.87819, 36.07559, -12.87789], [8.79364, 35.82642, -11.17816], [10.99773, 28.58285, -10.78677], [11.61128, 29.42494, -9.69071], [10.61922, 30.08508, -8.95135], [10.33681, 27.41580, -10.28396], [11.79580, 28.26560, -11.46669], [10.21204, 29.09240, -11.34548], [12.36297, 30.09034, -10.14469], [12.23503, 28.75196, -9.08195], [11.08513, 30.57490, -8.24686], [10.95907, 26.93822, -9.72437], [5.09587, 31.94172, -8.18246], [5.32067, 32.47890, -9.58248], [6.42029, 33.40235, -9.65987], [4.52640, 32.91317, -7.33021], [6.06860, 31.58891, -7.81032], [4.44093, 31.06748, -8.24878], [4.41834, 33.02586, -9.87365], [5.57052, 31.69635, -10.29688], [6.24160, 34.12226, -9.04314], [5.17111, 33.19990, -6.68037], [10.88293, 33.42617, -7.02327], [12.23341, 32.81353, -6.76678], [12.20042, 31.42299, -7.01642], [10.44523, 33.41613, -8.38873], [10.94964, 34.47774, -6.72597], [10.10269, 32.94518, -6.43825], [12.52668, 33.07302, -5.74294], [12.99685, 33.31556, -7.37887], [13.09305, 31.06253, -7.03002], [11.19902, 33.52463, -8.97862]], "lowdin_charge": [0.983, -0.057, -0.326, -0.228, -0.198, -0.100, -0.194, -0.226, -0.284, -0.094, 0.098, 0.090, 0.090, 0.134, 0.135, 0.131, 0.116, 0.120, 0.131, 0.122, 0.135, 0.131, 0.099, 0.099, 0.092, -0.226, -0.270, -0.141, -0.058, 0.125, 0.103, 0.126, 0.129, 0.048, 0.088, -0.249, -0.222, -0.154, -0.037, 0.125, 0.124, 0.131, 0.097, 0.091, 0.091, -0.213, -0.227, -0.055, -0.144, 0.128, 0.132, 0.132, 0.132, 0.114, 0.083]}

***

[2]
{"formula": "C24H46Cl3N2O4ScSi", "method": "wB97M-V/def2-TZVPD", "e_homo_ev": -8.667, "de_lowest_ev": 0.0000, "lumo_energy_ev": 0.310, "homo_lumo_gap_ev": 8.977, "symbols": ["C", "C", "H", "H", "H", "C", "C", "H", "H", "H", "H", "Sc", "Cl", "Cl", "C", "O", "N", "C", "C", "H", "H", "H", "H", "H", "H", "H", "H", "H", "C", "C", "N", "H", "C", "O", "H", "H", "H", "H", "O", "C", "C", "C", "H", "C", "H", "C", "H", "C", "C", "H", "H", "H", "Si", "Cl", "C", "C", "C", "H", "H", "H", "H", "H", "H", "H", "H", "H", "C", "C", "O", "C", "C", "H", "H", "H", "H", "H", "H", "H", "H", "H", "H"], "coordinates": [[-4.60481, 0.70118, -1.36505], [-4.36380, -0.26612, -2.49267], [-5.01139, 1.64948, -1.73472], [-3.66282, 0.90224, -0.84052], [-5.32286, 0.27649, -0.64390], [-5.00646, -0.20390, -3.66987], [-6.05322, 0.80544, -4.01049], [-4.81181, -0.94985, -4.43994], [-5.77276, 1.82055, -3.68876], [-7.03447, 0.55931, -3.56727], [-6.16325, 0.80957, -5.10457], [1.21867, 1.23838, 2.88763], [0.93501, -0.12579, 4.83913], [-1.10248, 1.09856, 2.22284], [1.61164, -1.55864, 2.00085], [2.03208, -0.38798, 1.74309], [2.09058, -2.62387, 1.37581], [3.15008, -2.47594, 0.37139], [1.46644, -3.92451, 1.58902], [0.83805, -1.72817, 2.77426], [3.81003, -1.64576, 0.64152], [2.74371, -2.29072, -0.63590], [3.72724, -3.40320, 0.34197], [0.96278, -3.89850, 2.56124], [2.23703, -4.70158, 1.59583], [0.72286, -4.14061, 0.81206], [-0.44216, 5.46774, 1.63129], [-0.49494, 3.17980, -0.04271], [0.54973, 5.63105, 1.18765], [0.35646, 3.75365, -0.43701], [1.09718, 4.38026, 0.65433], [1.21027, 6.05412, 1.95266], [1.95197, 3.62204, 1.34529], [2.12744, 2.37403, 1.16965], [1.03317, 3.08586, -0.98229], [2.49828, 4.12333, 2.15578], [0.44276, 6.33787, 0.35852], [-0.01349, 4.54190, -1.09581], [-2.06824, -0.60265, -2.06609], [-3.29654, -1.30646, -2.20786], [-2.77417, -2.34584, -4.48944], [-3.32633, -2.45216, -3.21233], [-2.24409, -1.42749, -4.76606], [-2.94181, -3.39656, -5.40042], [-3.55014, -1.70381, -1.21399], [-4.03880, -3.60164, -2.83654], [-2.49925, -3.31433, -6.38843], [-3.68828, -4.53208, -5.04660], [-4.23788, -4.62566, -3.76031], [-4.45359, -3.65602, -1.82255], [-3.84388, -5.33285, -5.78196], [-4.83517, -5.50037, -3.48946], [-0.41933, -0.95615, -1.89618], [0.59304, 3.55477, 3.77280], [0.43301, -0.46925, -3.48133], [-0.28089, -2.78986, -1.61043], [0.07333, 0.14642, -0.50828], [0.03686, -1.05449, -4.32069], [1.50943, -0.67371, -3.39116], [0.29024, 0.59600, -3.70964], [-0.35558, 1.15258, -0.64141], [1.15294, 0.23986, -0.32097], [-0.41469, -0.28111, 0.38515], [-0.82464, -3.31504, -2.40957], [-0.74286, -3.07752, -0.66000], [0.75692, -3.14994, -1.62636], [5.66209, 0.52068, 4.10932], [4.17622, 0.48559, 4.41401], [3.43852, 1.62761, 3.91279], [3.94898, 2.88809, 4.43726], [3.92229, 2.97824, 5.94525], [5.86089, 0.68609, 3.04237], [6.09145, -0.45127, 4.38029], [6.18997, 1.27416, 4.70047], [3.68549, -0.38151, 3.96203], [4.01405, 0.42172, 5.50134], [4.97806, 3.00550, 4.06669], [3.30110, 3.65622, 3.99242], [4.69848, 2.36470, 6.41461], [4.12904, 4.01418, 6.22555], [2.94104, 2.69764, 6.33538]], "lowdin_charge": [-0.032, -0.230, 0.069, 0.080, 0.095, -0.101, -0.102, 0.099, 0.070, 0.086, 0.070, 0.335, 0.022, 0.005, -0.295, -0.167, -0.145, -0.005, -0.020, 0.101, 0.098, 0.089, 0.092, 0.101, 0.095, 0.079, 0.089, 0.080, -0.063, -0.030, -0.171, 0.089, -0.386, -0.141, 0.095, 0.090, 0.087, 0.093, -0.175, -0.298, -0.056, -0.209, 0.120, -0.076, 0.147, -0.032, 0.099, -0.090, -0.084, 0.120, 0.102, 0.102, 0.405, 0.035, -0.159, -0.142, -0.209, 0.019, 0.030, 0.039, 0.015, 0.034, -0.038, 0.035, 0.033, 0.022, -0.071, -0.284, -0.302, -0.257, -0.066, 0.089, 0.083, 0.070, 0.084, 0.112, 0.116, 0.064, 0.073, 0.086, 0.090]}

***

[3]
{"formula": "C57H111N6O5", "method": "wB97M-V/def2-TZVPD", "e_homo_ev": -9.266, "de_lowest_ev": 4.3085, "charge": 1, "lumo_energy_ev": -4.230, "homo_lumo_gap_ev": 5.037, "symbols": ["C", "C", "O", "O", "C", "C", "C", "C", "C", "C", "C", "C", "C", "C", "C", "C", "C", "C", "O", "O", "C", "C", "O", "N", "C", "C", "C", "C", "C", "C", "C", "C", "C", "H", "H", "H", "H", "H", "H", "H", "H", "H", "H", "H", "H", "H", "H", "H", "H", "H", "H", "H", "H", "H", "H", "H", "H", "H", "H", "H", "H", "H", "H", "H", "H", "H", "H", "H", "H", "C", "C", "N", "C", "C", "C", "C", "H", "H", "H", "H", "H", "H", "H", "H", "H", "H", "H", "H", "H", "H", "H", "C", "C", "N", "C", "C", "C", "C", "H", "H", "H", "H", "H", "H", "H", "H", "H", "H", "H", "H", "H", "H", "H", "C", "C", "N", "C", "C", "C", "C", "H", "H", "H", "H", "H", "H", "H", "H", "H", "H", "H", "H", "H", "H", "H", "C", "C", "N", "C", "C", "C", "C", "H", "H", "H", "H", "H", "H", "H", "H", "H", "H", "H", "H", "H", "H", "H", "C", "C", "N", "C", "C", "C", "C", "H", "H", "H", "H", "H", "H", "H", "H", "H", "H", "H", "H", "H", "H", "H"], "coordinates": [[4.17133, -6.11791, 1.15693], [5.05783, -4.84094, 1.39903], [6.20679, -5.03384, 1.71634], [4.51483, -3.56055, 1.27930], [5.56864, -2.62736, 0.88681], [4.98795, -1.31681, 0.24021], [4.03704, -0.49351, 1.20733], [2.53157, -0.54746, 0.71161], [1.74056, 0.79794, 0.90066], [0.36393, 0.82082, 0.08831], [-0.83503, 1.40912, 0.92193], [-2.26459, 0.90491, 0.42842], [-2.47512, -0.51413, 1.06953], [-2.59036, -0.69818, 2.52927], [-2.78299, -2.07734, 3.00622], [-2.81367, -3.20023, 2.05108], [-3.02260, -4.62164, 2.67450], [-2.48937, -4.75250, 4.14963], [-3.26394, -4.50366, 5.03166], [-1.21296, -5.17935, 4.51764], [-0.28450, -5.17784, 3.45616], [0.79570, -4.02588, 3.34765], [-0.22392, -6.04061, 2.62140], [-2.70225, -2.98138, 0.68346], [-2.78182, -4.10237, -0.30728], [-1.80486, -3.90468, -1.53357], [-2.39497, -4.04948, -2.86951], [-1.53235, -3.82893, -4.03338], [-0.12012, -3.48146, -3.88654], [0.42986, -3.35132, -2.52940], [-0.39815, -3.56049, -1.32342], [0.30156, -3.37814, 0.05410], [-2.55898, -1.68849, 0.19715], [3.20606, -6.06882, 1.74153], [3.96866, -6.28097, 0.06383], [4.70838, -7.03699, 1.52126], [6.26527, -2.42017, 1.73944], [6.16173, -3.14243, 0.08117], [4.47890, -1.62601, -0.71927], [5.87858, -0.69915, -0.07189], [4.14125, -0.93207, 2.23442], [4.42818, 0.56398, 1.28349], [2.52384, -0.81075, -0.37955], [2.02199, -1.33088, 1.34366], [1.53940, 1.03635, 1.98843], [2.39849, 1.63925, 0.53779], [0.50297, 1.49918, -0.80593], [0.18868, -0.21019, -0.32305], [-0.68168, 1.07855, 1.98985], [-0.79804, 2.52414, 0.84066], [-2.15797, 0.71130, -0.67981], [-3.09458, 1.61677, 0.65702], [-2.56414, 0.16711, 3.23300], [-2.90217, -2.21234, 4.10544], [-2.57105, -5.45158, 2.07650], [-4.13744, -4.78062, 2.72694], [1.33853, -3.95735, 4.33621], [1.53994, -4.30726, 2.55509], [0.29973, -3.04350, 3.14411], [-2.52387, -5.09651, 0.13279], [-3.84919, -4.18839, -0.66498], [-3.47696, -4.28353, -3.04548], [-1.97000, -3.93108, -5.05070], [0.54751, -3.33184, -4.77004], [1.50989, -3.06887, -2.45051], [1.23742, -2.78203, -0.14448], [-0.28661, -2.78188, 0.79806], [0.56717, -4.35439, 0.53660], [-2.49952, -1.47068, -0.90043], [0.29439, -0.68497, -10.19818], [0.11909, -0.79739, -8.68947], [1.23872, -0.25447, -7.93582], [1.23126, -0.63507, -6.53140], [0.07114, -0.13737, -5.66841], [1.58236, 1.13573, -8.20614], [0.48908, 2.19041, -8.02066], [1.24341, -1.12115, -10.51725], [-0.50871, -1.22388, -10.70548], [0.25629, 0.35226, -10.53748], [0.02346, -1.86271, -8.45420], [-0.83346, -0.32794, -8.40427], [2.17370, -0.32530, -6.06814], [1.24388, -1.73082, -6.48167], [0.15495, 0.92736, -5.45263], [0.08220, -0.65824, -4.70525], [-0.90066, -0.32829, -6.12872], [1.94117, 1.20194, -9.23809], [2.45118, 1.41731, -7.60313], [-0.45228, 1.90466, -8.49425], [0.80854, 3.13026, -8.47856], [0.29881, 2.40157, -6.96834], [7.65693, -8.65101, 0.90794], [6.58900, -8.98079, -0.12703], [7.06200, -9.85048, -1.19102], [6.16077, -9.91203, -2.33434], [4.76939, -10.50784, -2.11167], [7.63286, -11.12454, -0.77431], [6.76399, -12.05225, 0.07710], [8.55473, -8.25065, 0.43238], [7.28063, -7.89490, 1.60126], [7.93625, -9.52587, 1.49905], [6.26636, -8.03125, -0.56809], [5.71128, -9.40210, 0.38548], [6.65001, -10.45410, -3.14954], [6.03369, -8.89202, -2.71486], [4.80541, -11.59005, -1.99334], [4.14200, -10.30524, -2.98481], [4.26671, -10.07549, -1.24399], [8.55122, -10.91816, -0.21530], [7.97547, -11.67296, -1.65702], [6.28475, -11.53070, 0.90783], [7.38678, -12.84104, 0.50732], [5.99352, -12.54653, -0.51428], [-3.59649, 5.62169, -7.38123], [-3.87587, 4.12456, -7.36100], [-3.42819, 3.46978, -6.14083], [-3.39902, 2.01696, -6.23919], [-4.72962, 1.29176, -6.44901], [-3.95831, 4.00218, -4.89359], [-5.47840, 4.05249, -4.72653], [-2.54345, 5.82795, -7.17686], [-3.83183, 6.02889, -8.36671], [-4.20491, 6.16077, -6.65178], [-3.34135, 3.68509, -8.20925], [-4.94594, 3.95815, -7.54654], [-2.90949, 1.60457, -5.35003], [-2.73588, 1.75110, -7.07056], [-5.33705, 1.28782, -5.54430], [-4.53805, 0.24559, -6.70675], [-5.31387, 1.72397, -7.26315], [-3.57319, 5.01940, -4.76807], [-3.52841, 3.44817, -4.05235], [-5.98050, 4.47960, -5.59612], [-5.72994, 4.68078, -3.86753], [-5.90041, 3.06686, -4.53042], [-1.14326, 3.78666, 3.97250], [-1.13917, 5.29537, 4.17716], [-0.85849, 6.04207, 2.96260], [-0.54000, 7.44540, 3.20470], [-1.63390, 8.32871, 3.80672], [-1.73946, 5.78573, 1.83250], [-3.24141, 5.99606, 2.03473], [-0.21672, 3.45088, 3.49951], [-1.22783, 3.28145, 4.93782], [-1.98715, 3.46094, 3.35760], [-0.36016, 5.51685, 4.91321], [-2.09275, 5.59823, 4.63152], [-0.19131, 7.90107, 2.27270], [0.32722, 7.48041, 3.87320], [-2.41450, 8.55878, 3.08226], [-1.20065, 9.28280, 4.11920], [-2.09399, 7.87802, 4.68854], [-1.58598, 4.74879, 1.51027], [-1.41139, 6.38254, 0.97607], [-3.60957, 5.52964, 2.95064], [-3.78810, 5.54632, 1.20068], [-3.50648, 7.05234, 2.05175], [-0.87084, 6.89156, 8.21336], [-1.32942, 8.22073, 8.79823], [-2.73653, 8.50019, 8.55983], [-3.10750, 9.88466, 8.82806], [-2.98353, 10.38761, 10.26703], [-3.68025, 7.49638, 9.03208], [-3.64313, 7.12243, 10.51511], [-1.12197, 6.82186, 7.15167], [0.21365, 6.79943, 8.30709], [-1.31665, 6.04069, 8.73350], [-0.73183, 9.00553, 8.32368], [-1.08180, 8.24469, 9.86844], [-4.13140, 10.05650, 8.48137], [-2.48688, 10.52589, 8.19232], [-3.76495, 9.98091, 10.90797], [-3.09447, 11.47552, 10.28359], [-2.01159, 10.15447, 10.70592], [-3.52166, 6.58128, 8.45111], [-4.69714, 7.80530, 8.77103], [-2.63016, 6.92725, 10.87195], [-4.22348, 6.20955, 10.67527], [-4.09000, 7.89372, 11.14158]], "lowdin_charge": [0.019, -0.477, 0.093, -0.049, -0.182, -0.161, -0.179, -0.216, -0.194, -0.187, -0.194, -0.119, -0.127, 0.067, 0.059, -0.104, 0.003, -0.412, 0.145, 0.118, -0.430, 0.026, 0.128, -0.015, -0.053, -0.167, -0.024, -0.060, -0.056, -0.015, -0.180, -0.046, 0.046, 0.073, 0.092, 0.082, 0.137, 0.133, 0.109, 0.121, 0.112, 0.113, 0.103, 0.099, 0.113, 0.115, 0.122, 0.094, 0.096, 0.107, 0.117, 0.125, 0.134, 0.128, 0.111, 0.160, 0.108, 0.074, 0.077, 0.132, 0.150, 0.115, 0.105, 0.099, 0.111, 0.065, 0.059, 0.083, 0.160, -0.088, -0.274, -0.193, -0.252, -0.090, -0.242, -0.084, 0.082, 0.074, 0.066, 0.116, 0.095, 0.114, 0.094, 0.057, 0.050, 0.062, 0.104, 0.116, 0.059, 0.076, 0.054, -0.082, -0.286, -0.196, -0.252, -0.091, -0.246, -0.085, 0.084, 0.061, 0.068, 0.109, 0.096, 0.112, 0.107, 0.055, 0.070, 0.063, 0.103, 0.116, 0.066, 0.074, 0.054, -0.088, -0.271, -0.193, -0.259, -0.084, -0.251, -0.085, 0.080, 0.075, 0.065, 0.118, 0.101, 0.104, 0.096, 0.053, 0.069, 0.071, 0.102, 0.109, 0.069, 0.072, 0.052, -0.098, -0.273, -0.194, -0.245, -0.082, -0.248, -0.082, 0.072, 0.073, 0.054, 0.115, 0.102, 0.113, 0.110, 0.056, 0.075, 0.063, 0.080, 0.117, 0.067, 0.070, 0.057, -0.089, -0.272, -0.198, -0.253, -0.087, -0.251, -0.085, 0.058, 0.075, 0.066, 0.118, 0.101, 0.111, 0.108, 0.055, 0.073, 0.068, 0.098, 0.115, 0.067, 0.072, 0.055]}